1.
The following is a quantum chemistry calculation of one molecule with the formula C7H8O2, from the Open Molecules 2025 dataset.

## Properties
Spin multiplicity   1
Structure (SMILES)   CC1=CC=CC=C(O)O1
Frontier orbital gap   0.300 Ha

Each line ends with the Löwdin charge.
Cartesian coordinates (Å):
O -2.5776 1.4119 -0.1854  0.069
O -0.3579 1.0422 0.1550  -0.019
C 1.4066 -0.6907 -0.1498  -0.069
C 1.0357 0.5666 -0.0071  -0.229
C -0.7617 -1.9001 0.0670  -0.121
C -1.6939 0.3881 -0.0041  -0.262
C 0.5450 -1.7969 0.2051  -0.116
C 1.8932 1.8061 0.0054  -0.015
C -1.8309 -0.9441 -0.1752  -0.059
H 1.2273 2.6098 -0.2474  0.077
H -2.6975 -1.2192 -0.6600  0.082
H 2.6777 1.8013 -0.7928  0.105
H 1.1499 -2.6188 0.6868  0.122
H -1.3627 -2.8197 0.3770  0.122
H 2.3710 2.0416 0.8748  0.046
H 2.4787 -0.8158 -0.2410  0.114
H -3.5028 1.1377 0.0917  0.153

***

2.
The following is a quantum chemistry calculation of one molecule with the formula C7H8O2, from the Open Molecules 2025 dataset.

## Properties
Spin multiplicity   1
Structure (SMILES)   C=C1[C@H](O)C(=O)[C@@H]2C[C@@H]12
Frontier orbital gap   0.348 Ha

Each line ends with the Löwdin charge.
Cartesian coordinates (Å):
O -2.6315 -1.1662 -0.0532  0.102
O -2.0240 1.3225 0.6460  -0.084
C 1.4439 1.6127 -0.2594  0.045
C -1.2580 0.6860 -0.4240  -0.224
C -1.4868 -0.8521 -0.2277  -0.361
C 0.5006 -0.3833 0.6732  -0.238
C 0.3084 0.8357 -0.1152  -0.257
C -0.0651 -1.4703 -0.4540  -0.027
C 1.3843 -1.6016 0.2469  -0.037
H 2.0450 -1.4452 -0.4045  -0.011
H 2.5414 1.4487 0.2383  0.111
H 0.3531 -0.4748 1.9629  0.237
H 1.8327 -2.5896 0.9230  0.178
H -1.8128 1.0916 -1.4358  0.196
H 0.2968 -0.7902 -1.3382  0.148
H -3.0079 1.0264 0.5807  0.140
H 1.5801 2.7499 -0.5591  0.082

***

3.
The following is a quantum chemistry calculation of a 2-piece molecular cluster, C7H8O2 overall, from the Open Molecules 2025 dataset.

## Properties
Spin multiplicity   1
Frontier orbital gap   0.394 Ha

Each line ends with the Löwdin charge.
Cartesian coordinates (Å):
O 1.4132 -3.5636 1.8275  0.078
O 0.0728 -1.7090 -0.8669  -0.066
C 1.0748 -0.4374 0.7802  -0.156
C -0.9338 -0.8781 -0.3943  -0.303
C -0.6488 0.4195 -1.2208  -0.035
C 1.1120 -0.7459 -0.7070  -0.349
C 2.0262 -2.8232 2.3638  -0.015
C 0.6172 0.4421 -1.4604  -0.058
C -0.4400 -0.6439 1.0668  -0.111
H 1.3031 1.2973 -1.9130  0.165
H -1.4508 0.9507 -1.7161  0.105
H -1.9229 -1.4201 -0.3733  0.165
H 1.9647 -0.8753 1.3479  0.071
H -1.0274 0.2774 1.5206  0.146
H -0.6285 -1.4622 1.7635  0.092
H 1.2751 0.6333 0.8437  0.105
H 2.1283 -1.0304 -1.1128  0.166

***

Winner for stability: 3

***

1.
The following is a quantum chemistry calculation of one molecule with the formula C7H8O2, from the Open Molecules 2025 dataset.

## Properties
Spin multiplicity   1
Structure (SMILES)   CC(=O)c1ccc(C)o1
Frontier orbital gap   0.344 Ha

Each line ends with the Löwdin charge.
Cartesian coordinates (Å):
O -0.4220 0.7237 0.2520  0.094
O 2.0446 0.7986 1.0202  0.092
C 0.3459 -0.3549 -0.0988  -0.208
C -2.7033 1.5921 -0.1242  -0.005
C -0.4083 -1.2742 -0.7888  0.024
C 2.7108 -1.3505 0.3458  -0.004
C 1.6989 -0.1803 0.4020  -0.398
C -1.7036 -0.6413 -0.9018  -0.015
C -1.6634 0.5446 -0.2020  -0.317
H 2.2875 -2.1149 1.0411  0.100
H -0.0146 -2.0090 -1.4554  0.109
H -2.5985 2.3777 -0.8344  0.072
H -2.4908 -1.1028 -1.4661  0.104
H -2.6087 2.1378 0.8423  0.101
H 2.8249 -1.5631 -0.7137  0.077
H 3.6288 -0.9846 0.8102  0.078
H -3.6715 1.0671 -0.1948  0.097

***

2.
The following is a quantum chemistry calculation of one molecule with the formula C7H8O2, from the Open Molecules 2025 dataset.

## Properties
Spin multiplicity   1
Structure (SMILES)   O=C[C@@H]1C[C@@H]1CC#CO
Frontier orbital gap   0.350 Ha

Each line ends with the Löwdin charge.
Cartesian coordinates (Å):
O -2.5010 -1.1027 -2.5390  0.093
O -0.7975 -1.8999 2.2911  0.061
C -0.5217 -1.0637 1.4760  -0.287
C -1.5540 -0.3941 -2.0849  -0.209
C -0.6920 0.3649 -1.6886  -0.023
C 1.1436 0.4419 0.1020  -0.247
C 0.8263 -0.7513 1.0532  -0.166
C 1.2350 0.6610 1.5267  -0.070
C 0.1213 1.1809 -0.7710  -0.184
H -2.4396 -1.3369 -3.4870  0.147
H -1.2974 -0.4235 0.8398  0.155
H 0.5133 1.0703 2.1630  0.098
H 2.2416 0.8049 1.9086  0.112
H -0.5463 1.8433 -0.1425  0.132
H 2.0171 0.2195 -0.3836  0.110
H 0.7157 1.9741 -1.3329  0.128
H 1.5354 -1.5886 1.0689  0.148

***

Winner for stability: 1

***

1.
The following is a quantum chemistry calculation of an isolated ion of composition C6H5N2O and charge +1, from the Open Molecules 2025 dataset.

## Properties
Spin multiplicity   1
Frontier orbital gap   0.357 Ha
Total charge   +1

Each line ends with the Löwdin charge.
Cartesian coordinates (Å):
O 3.4900 -0.5054 0.0728  0.393
N 0.6888 -0.7804 0.0094  0.117
N 1.7520 1.1406 -0.1262  0.233
C -0.7355 1.1681 -0.0602  0.016
C -1.5920 -1.0654 -0.0065  -0.046
C -1.8319 0.3155 0.1414  -0.023
C 2.6802 0.2752 0.0404  -0.112
C 0.4764 0.5111 -0.0898  -0.293
C -0.3246 -1.6007 -0.1235  -0.083
H -2.4670 -1.8030 0.0282  0.145
H -0.9831 2.2742 -0.1450  0.153
H -0.2867 -2.7130 -0.2257  0.149
H 2.0251 2.0120 0.2790  0.194
H -2.8917 0.7712 0.2056  0.158

***

2.
The following is a quantum chemistry calculation of an isolated ion of composition C6H5N2O and charge +1, from the Open Molecules 2025 dataset.

## Properties
Spin multiplicity   1
Frontier orbital gap   0.270 Ha
Total charge   +1

Each line ends with the Löwdin charge.
Cartesian coordinates (Å):
O 0.0896 2.3887 1.8137  0.124
N 0.1744 -0.3579 -0.6531  -0.142
N -0.1011 0.2674 0.5861  0.096
C 1.3080 2.2928 -0.2554  0.280
C -1.1391 -1.7633 0.4589  0.032
C 0.5760 1.8937 0.8272  -0.379
C 0.9291 0.2699 -1.5202  0.271
C -0.4425 -1.5998 -0.6700  -0.007
C -0.9248 -0.5517 1.2131  0.060
H -1.3520 -0.2244 2.1677  0.167
H 1.0024 -0.3363 -2.5122  0.132
H 2.2194 2.5983 -0.6633  0.047
H -0.5314 -2.3315 -1.5545  0.189
H -1.8080 -2.5459 0.7619  0.131

***

Winner for stability: 1

***

1.
The following is a quantum chemistry calculation of one molecule with the formula C2H2O4, from the Open Molecules 2025 dataset.

## Properties
Spin multiplicity   1
Structure (SMILES)   O=C(O)C(=O)O
Frontier orbital gap   0.396 Ha

Each line ends with the Löwdin charge.
Cartesian coordinates (Å):
O 1.3113 -0.3528 -0.9856  0.090
O 1.2801 0.7109 1.0450  0.169
O -1.2872 -0.2368 -1.2146  0.173
O -1.2795 -0.2390 1.1821  0.074
C 0.7069 0.2771 0.0881  -0.428
C -0.7396 -0.0573 -0.1661  -0.338
H 2.1760 0.1781 -0.9133  0.165
H -2.1764 -0.5559 1.1661  0.095

***

2.
The following is a quantum chemistry calculation of one molecule with the formula C2H2O4, from the Open Molecules 2025 dataset.

## Properties
Spin multiplicity   1
Structure (SMILES)   O=C(O)C(=O)O
Frontier orbital gap   0.386 Ha

Each line ends with the Löwdin charge.
Cartesian coordinates (Å):
O 0.3857 1.5097 -0.7866  0.146
O 0.3021 -1.5672 -0.7058  0.146
O 0.0416 -0.9572 1.4971  0.101
O -1.1342 1.0496 0.8779  0.101
C 0.2044 -0.6678 0.2780  -0.390
C -0.3235 0.6782 -0.0172  -0.390
H 0.6636 -2.3740 -0.2946  0.143
H -0.1397 2.3287 -0.8488  0.143

***

3.
The following is a quantum chemistry calculation of one molecule with the formula C2H2O4, from the Open Molecules 2025 dataset.

## Properties
Spin multiplicity   1
Structure (SMILES)   O=C(O)C(=O)O
Frontier orbital gap   0.372 Ha

Each line ends with the Löwdin charge.
Cartesian coordinates (Å):
O -0.6412 1.9307 -0.4080  0.127
O 0.6071 0.2752 1.7649  0.000
O 0.7178 -1.1953 -0.0015  0.056
O -1.1608 -0.0331 -1.4848  0.098
C -0.5393 0.6838 -0.5372  -0.443
C 0.3421 -0.0416 0.3389  -0.300
H 1.2022 -0.6943 1.9678  0.239
H -0.5279 -0.9255 -1.6400  0.224

***

Winner for stability: 1

***

1.
The following is a quantum chemistry calculation of a 2-piece molecular cluster, C5H13N3 overall, from the Open Molecules 2025 dataset.

## Properties
Spin multiplicity   2
Frontier orbital gap (alpha / beta)   0.254 / 0.141 Ha
Total charge   +1

Each line ends with the Löwdin charge.
Cartesian coordinates (Å):
N 0.0212 -2.1318 1.3088  0.126
N -0.8633 1.5483 0.9035  -0.020
N 1.4135 2.2235 -1.9676  -0.012
C 0.4910 -3.2093 1.7708  0.132
C 0.9685 1.5993 -0.7253  -0.316
C -0.3392 2.2297 -0.2970  -0.289
C -1.0396 -1.9388 0.5341  -0.118
C -1.1810 -2.4883 -0.7215  0.223
H 0.8649 0.5267 -0.8904  0.093
H -0.2083 3.3022 -0.1243  0.115
H -1.8065 -1.3290 0.9966  0.134
H 1.7090 3.1820 -1.8176  0.073
H 1.4743 -3.1946 2.2274  0.115
H -0.3624 -3.0389 -1.1611  0.102
H 1.7164 1.7381 0.0706  0.108
H -2.1151 -2.3760 -1.2550  0.103
H 2.2014 1.7416 -2.3845  0.067
H -0.0566 -4.1453 1.7109  0.126
H -1.0613 2.0714 -1.0931  0.108
H -1.6657 2.0285 1.2876  0.066
H -0.1613 1.6607 1.6271  0.063

***

2.
The following is a quantum chemistry calculation of a 2-piece molecular cluster, C5H13N3 overall, from the Open Molecules 2025 dataset.

## Properties
Spin multiplicity   2
Frontier orbital gap (alpha / beta)   0.295 / 0.157 Ha
Total charge   +1

Each line ends with the Löwdin charge.
Cartesian coordinates (Å):
N 0.0562 1.8986 1.0531  -0.023
N -1.7937 0.6102 1.9000  0.047
N 1.4023 -0.8277 -1.7481  0.213
C 1.9346 0.2943 -1.5946  0.140
C -0.8673 2.8309 0.4349  -0.129
C 0.6752 -1.5703 -0.6948  -0.179
C -0.4237 0.9489 1.7451  -0.310
C 0.1721 -2.9503 -1.1641  -0.047
H -0.4081 -3.4482 -0.3915  0.090
H 2.4419 0.7475 -2.4507  0.138
H -1.8955 2.7171 0.7803  0.069
H -1.9475 0.3076 2.8574  0.088
H -0.8432 2.6772 -0.6498  0.073
H 1.8510 0.8835 -0.6663  0.132
H -0.5251 3.8510 0.6198  0.081
H 0.2524 0.3080 2.3160  0.108
H -0.1543 -0.9381 -0.3579  0.116
H -0.3811 -2.9260 -2.1012  0.088
H 1.0678 -3.5565 -1.3289  0.087
H -2.0154 -0.1987 1.3273  0.077
H 1.4013 -1.6591 0.1141  0.141

***

Winner for stability: 1

***

1.
The following is a quantum chemistry calculation of a 2-piece molecular cluster, C11H15N overall, from the Open Molecules 2025 dataset.

## Properties
Spin multiplicity   1
Structure (SMILES)   Cc1c[nH]c2ccccc12.CC
Frontier orbital gap   0.318 Ha

Each line ends with the Löwdin charge.
Cartesian coordinates (Å):
N 2.3726 -1.5203 -2.4569  0.081
C 0.2809 1.4598 -0.5821  -0.109
C 1.7579 0.9265 -2.4335  -0.029
C 1.2137 -0.7082 -0.6967  -0.139
C 1.3314 -2.8834 0.7980  -0.055
C 2.1301 -2.5405 -1.5730  -0.070
C 0.9833 1.8296 -1.7274  -0.103
C -3.1911 1.1637 2.6726  -0.160
C 1.7969 -0.3573 -1.9380  -0.202
C 0.4574 0.2214 0.0111  -0.022
C -3.2617 2.2965 1.6411  -0.174
C 1.5206 -2.0897 -0.4362  -0.233
H -2.9951 1.9549 0.6389  0.055
H 0.8715 2.8777 -1.9767  0.098
H -3.1099 1.5180 3.6954  0.061
H 2.1394 1.1744 -3.4162  0.108
H -2.5694 3.1043 1.8511  0.054
H -4.0395 0.4888 2.5911  0.058
H 0.6469 -3.7351 0.6926  0.080
H -0.3534 2.1902 -0.0931  0.089
H -0.0209 0.0913 0.9726  0.100
H -2.3768 0.4942 2.3882  0.047
H 2.2635 -3.3378 1.1436  0.077
H -4.2424 2.7739 1.5912  0.058
H 2.5248 -3.5380 -1.6999  0.123
H 2.9110 -1.5783 -3.2799  0.134
H 0.9580 -2.2763 1.6221  0.071

***

2.
The following is a quantum chemistry calculation of a 2-piece molecular cluster, C11H15N overall, from the Open Molecules 2025 dataset.

## Properties
Spin multiplicity   1
Structure (SMILES)   Cc1c[nH]c2ccccc12.CC
Frontier orbital gap   0.320 Ha

Each line ends with the Löwdin charge.
Cartesian coordinates (Å):
N 0.3407 0.8303 0.2715  0.072
C 3.0205 1.2648 3.4746  -0.158
C 0.0574 -0.1433 1.2530  -0.042
C -0.3008 1.0921 -2.1284  -0.023
C -1.1691 -0.6231 -0.5742  -0.146
C -0.9344 0.3952 -3.1510  -0.118
C -1.6308 -0.7823 -2.9029  -0.110
C -1.3768 -2.3178 1.3956  -0.040
C -0.4099 0.5481 -0.8363  -0.216
C -1.7966 -1.3049 -1.6267  -0.034
C -0.8345 -1.0547 0.7639  -0.235
C 3.2326 1.6380 1.9784  -0.170
H -1.5501 -3.0217 0.5833  0.074
H 3.1290 0.6762 1.4265  0.062
H 2.4662 2.2280 1.4986  0.034
H -2.6707 -1.9103 -1.3636  0.116
H 0.8549 1.6792 0.4147  0.118
H 4.2637 1.9396 1.7969  0.064
H 0.0759 2.0935 -2.3379  0.106
H -0.6410 -2.6915 2.1444  0.083
H 0.7169 -0.1766 2.1042  0.102
H 1.9709 1.2282 3.7411  0.048
H -2.1590 -1.9370 2.0620  0.082
H -2.0117 -1.1659 -3.8658  0.105
H 3.5382 2.0697 4.0436  0.068
H -0.6902 0.8282 -4.1136  0.098
H 3.5343 0.3291 3.6801  0.061

***

Winner for stability: 1